Formula: C42H74N4O17
Source: the OMol25 dataset
Level of theory: the ωB97M-V functional and the def2-TZVPD basis

Cartesian coordinates (Å):
1 C -4.155 -1.623 0.839
2 C -4.994 -0.573 0.433
3 C -5.419 -0.490 -0.874
4 C -4.973 -1.460 -1.699
5 C -4.079 -2.417 -1.388
6 C -3.681 -2.529 -0.055
7 N -5.376 -1.404 -3.157
8 O -5.999 -0.407 -3.500
9 O -5.033 -2.331 -3.841
10 H -3.772 -1.669 1.855
11 H -5.276 0.160 1.155
12 H -6.101 0.236 -1.254
13 H -3.796 -3.121 -2.161
14 H -3.064 -3.358 0.204
15 C 3.727 1.353 3.591
16 C 2.511 1.931 3.947
17 C 2.262 2.271 5.263
18 C 3.226 1.969 6.176
19 C 4.408 1.404 5.876
20 C 4.654 1.058 4.562
21 N 2.935 2.246 7.619
22 O 3.875 2.231 8.375
23 O 1.745 2.377 7.893
24 H 4.029 1.256 2.569
25 H 1.704 2.086 3.206
26 H 1.409 2.798 5.658
27 H 5.109 1.250 6.687
28 H 5.591 0.615 4.261
29 C -1.496 1.342 5.708
30 C -1.152 0.523 4.638
31 C -1.672 0.785 3.383
32 C -2.642 1.776 3.255
33 C -2.985 2.584 4.296
34 C -2.414 2.353 5.547
35 N -3.171 2.069 1.921
36 O -4.296 2.481 1.824
37 O -2.387 1.847 0.995
38 H -1.062 1.166 6.710
39 H -0.405 -0.257 4.826
40 H -1.352 0.193 2.549
41 H -3.739 3.343 4.173
42 H -2.643 2.961 6.383
43 C 3.990 0.044 -5.551
44 C 4.592 -1.030 -4.946
45 C 3.865 -1.947 -4.205
46 C 2.486 -1.729 -4.142
47 C 1.829 -0.710 -4.779
48 C 2.620 0.198 -5.482
49 N 1.730 -2.753 -3.314
50 O 2.367 -3.462 -2.582
51 O 0.493 -2.693 -3.449
52 H 4.659 0.664 -6.138
53 H 5.694 -1.083 -5.005
54 H 4.235 -2.804 -3.642
55 H 0.750 -0.607 -4.721
56 H 2.171 1.002 -6.035
57 C -3.359 1.765 -2.076
58 C -2.250 2.770 -2.502
59 O -1.213 2.006 -3.026
60 H -3.677 1.238 -2.973
61 H -4.199 2.343 -1.674
62 H -2.990 1.145 -1.284
63 H -1.968 3.357 -1.648
64 H -2.697 3.414 -3.268
65 H -0.362 2.404 -2.837
66 C 2.696 -2.241 2.665
67 C 1.700 -1.607 3.589
68 O 0.469 -1.414 2.851
69 H 2.837 -1.541 1.854
70 H 2.411 -3.241 2.329
71 H 3.646 -2.450 3.190
72 H 2.015 -0.655 3.941
73 H 1.474 -2.277 4.423
74 H 0.697 -0.825 2.119
75 C -1.884 -2.000 -5.683
76 C -2.160 -0.799 -4.740
77 O -1.381 0.278 -5.154
78 H -2.477 -2.835 -5.351
79 H -0.859 -2.260 -5.822
80 H -2.340 -1.714 -6.641
81 H -2.059 -1.055 -3.672
82 H -3.216 -0.572 -4.938
83 H -1.340 0.933 -4.437
84 C -0.338 -1.472 -0.603
85 C 0.206 -0.075 -0.617
86 O 0.623 0.343 0.710
87 H -0.574 -1.719 -1.655
88 H -1.299 -1.463 -0.102
89 H 0.347 -2.194 -0.214
90 H -0.550 0.593 -0.996
91 H 1.061 -0.005 -1.292
92 H 0.641 1.308 0.708
93 C 1.620 4.303 -4.413
94 C 1.912 4.324 -2.904
95 O 1.152 3.275 -2.229
96 H 0.581 4.522 -4.642
97 H 1.911 3.313 -4.797
98 H 2.156 5.132 -4.872
99 H 1.678 5.316 -2.403
100 H 3.004 4.191 -2.691
101 H 1.020 3.461 -1.305
102 C -0.721 -6.164 -1.854
103 C -0.713 -4.806 -1.176
104 O -1.503 -4.919 -0.028
105 H -1.696 -6.480 -2.217
106 H -0.328 -6.923 -1.170
107 H -0.071 -6.122 -2.747
108 H -1.133 -4.043 -1.878
109 H 0.317 -4.494 -0.971
110 H -1.281 -4.181 0.567
111 C 3.640 0.868 -1.764
112 C 4.100 0.859 -0.331
113 O 4.019 2.164 0.205
114 H 2.626 1.255 -1.887
115 H 3.837 -0.071 -2.262
116 H 4.238 1.608 -2.261
117 H 5.128 0.540 -0.269
118 H 3.395 0.206 0.233
119 H 4.169 2.875 -0.476
120 C -3.106 -4.682 2.962
121 C -1.700 -4.180 3.167
122 O -1.531 -3.149 2.203
123 H -3.866 -3.916 3.224
124 H -3.261 -5.513 3.644
125 H -3.214 -5.071 1.942
126 H -0.952 -4.939 2.945
127 H -1.537 -3.822 4.173
128 H -0.765 -2.595 2.382
129 C 0.029 4.559 2.074
130 C 1.369 4.379 1.380
131 O 1.377 3.218 0.558
132 H -0.777 4.485 1.349
133 H -0.167 5.526 2.551
134 H -0.194 3.741 2.772
135 H 2.168 4.239 2.120
136 H 1.647 5.278 0.840
137 H 2.260 2.838 0.623

- LUMO level: -0.6 eV
- Frontier orbital gap: 8.6 eV
- M: 907.065 g mol⁻¹
- HOMO: -9.27 eV
- Energy: -3142.436788 hartree

Formula: C6H11BrO3
Source: the OMol25 dataset
Level of theory: the ωB97M-V functional and the def2-TZVPD basis

Cartesian coordinates (Å):
1 C -1.124 -1.814 0.121
2 C -1.089 -0.507 -0.546
3 O -0.898 -0.388 -1.743
4 C -1.661 0.702 0.122
5 C -1.685 0.833 1.662
6 Br -3.635 0.543 -0.399
7 H -2.011 -2.065 0.745
8 H -0.167 -2.022 0.565
9 H -1.255 -2.733 -0.611
10 H -1.259 1.594 -0.390
11 H -2.233 1.758 1.933
12 H -0.820 0.548 2.215
13 H -2.312 -0.100 2.040
14 C 3.436 0.739 -0.520
15 C 1.919 0.370 -0.621
16 O 1.167 0.398 0.299
17 O 1.679 -0.036 -1.869
18 H 4.000 -0.158 -0.353
19 H 3.446 1.105 0.521
20 H 3.783 1.512 -1.224
21 H 0.718 -0.280 -1.948

- LUMO level: 0.0 eV
- Frontier orbital gap: 10.3 eV
- M: 211.055 g mol⁻¹
- HOMO: -10.26 eV
- Energy: -3034.933786 hartree
- Structure (SMILES): CC(=O)[C@H](C)Br.CC(=O)O

- LUMO level of number 1 (C42H74N4O17)?
  -0.6 eV

- Which value of frontier orbital gap does entry 1 give?
  8.6 eV